Record 1
Computed, not measured: a single C2H4N4O molecule in a non-equilibrium geometry, with ωB97M-V/def2-TZVPD.

Last column: Löwdin charge in e.
Atoms and positions in Å:
N: 2.118755 0.405621 0.292822  0.196
C: 1.025990 -0.025153 -0.316346  -0.701
N: 0.708906 -1.050606 -0.972265  0.310
N: -0.971823 -0.776061 0.983768  0.136
C: -1.189432 0.034048 0.036097  -0.604
O: -2.400194 0.250264 -0.509800  0.079
N: -0.117727 0.681956 -0.593524  0.190
H: 2.866170 -0.254725 0.399793  0.112
H: 2.087723 1.251103 0.832231  0.113
H: -1.796058 -1.339285 1.132828  0.059
H: -2.332315 0.822835 -1.285605  0.110

Forces on the atoms, in the same order (eV/Å):
0.3 0.0 0.3
0.8 -0.3 0.0
-0.1 1.6 -0.9
-0.7 0.3 0.3
-0.2 -0.6 0.5
-0.1 0.3 0.0
-0.1 -1.4 -1.0
0.2 0.1 0.2
0.0 -0.1 0.1
-0.4 0.0 0.5
0.2 -0.1 0.0

Calculated values
* charge: 0
* HOMO-LUMO gap (alpha / beta): 0.299 / 0.300 Eh

Record 2
Computed, not measured: a single C2H4N4O2 molecule in a non-equilibrium geometry, with ωB97M-V/def2-TZVPD.

Last column: Löwdin charge in e.
Atoms and positions in Å:
H: -0.695833 -2.414645 -1.217553  0.077
N: -0.387483 -2.126315 -0.230381  0.096
C: -0.401798 -0.852419 -0.247234  -0.504
N: -0.884753 0.177174 -1.090136  0.011
N: -0.252644 1.388481 -0.897273  0.076
C: 0.353208 1.278293 0.270085  -0.417
O: 0.834082 2.170669 1.069394  0.090
N: 0.301056 -0.106312 0.579149  -0.072
O: 1.042392 -0.697334 1.518269  0.055
H: -1.005255 -0.235787 -2.102006  0.187
H: 0.150498 3.095162 1.059580  0.274
H: 0.946529 -1.676967 1.288108  0.127

Forces on the atoms, in the same order (eV/Å):
0.3 -0.1 2.1
-0.9 -0.9 -2.3
0.1 2.2 -1.7
-0.6 -3.3 -3.4
0.2 1.1 1.6
-2.1 -3.5 -3.3
-2.1 4.9 0.9
0.8 2.4 2.4
0.9 -1.8 1.3
0.3 2.0 2.4
3.0 -4.2 -0.2
0.1 1.2 0.2

Calculated values
* charge: 0
* SMILES: [H]/N=c1\[nH]nc(O)n1O
* HOMO-LUMO gap: 0.308 Eh

Record 3
Computed, not measured: a molecular structure, C2H4N4O2 in a non-equilibrium geometry, with ωB97M-V/def2-TZVPD.

Last column: Löwdin charge in e.
Atoms and positions in Å:
C: -0.238992 -0.517784 1.090588  -0.537
C: -0.160948 -0.402278 -0.955444  -0.439
H: -1.104654 -1.656736 2.305272  0.210
H: 0.290327 0.055922 -2.705107  0.028
H: 1.636699 1.245425 -0.849762  0.084
H: -0.142609 1.400318 1.589515  0.195
N: -0.405306 -1.296032 0.111504  0.203
N: 0.141568 -0.733435 -2.133418  0.171
N: -0.118837 0.959397 -0.481464  -0.106
N: 0.229981 0.697832 0.875817  0.113
O: -0.498965 -0.763047 2.422419  0.055
O: 0.847471 1.648185 -1.142149  0.023

Forces on the atoms, in the same order (eV/Å):
-0.5 -1.5 3.6
0.5 -1.3 -1.6
2.2 3.0 0.9
0.3 1.2 -0.8
2.2 -0.8 0.2
0.7 -1.0 -1.6
-0.6 0.2 -1.0
-0.7 -1.4 1.0
-1.0 -0.8 0.7
-0.1 4.3 1.5
-2.2 -3.7 -2.5
-0.9 1.7 -0.6

Calculated values
* charge: 0
* HOMO-LUMO gap: 0.363 Eh

Record 4
Computed, not measured: 2 unconnected molecules or ions with the total composition C2H4N4O2 in a non-equilibrium geometry, with ωB97M-V/def2-TZVPD.

Last column: Löwdin charge in e.
Atoms and positions in Å:
C: -0.783676 -0.610366 -0.448749  -0.437
C: 1.512333 -0.507752 -0.015045  -0.542
H: -2.677481 -0.800900 0.427643  0.126
H: -2.524407 0.675939 -0.325583  0.149
H: 2.392001 1.270815 0.438662  0.329
H: -0.148412 1.737257 0.784399  0.167
N: -1.922729 -0.144739 0.092983  0.091
N: -0.305450 -1.798394 -0.257152  0.081
N: 1.251094 -1.775612 0.048056  0.134
N: 0.390266 0.255263 -0.341692  -0.084
O: 2.722742 0.072046 -0.174747  0.006
O: 0.093722 1.626440 -0.228779  -0.020

Forces on the atoms, in the same order (eV/Å):
5.8 -0.3 2.7
-0.5 0.3 -1.8
1.9 0.3 -0.6
2.3 -2.0 0.5
1.8 -4.7 -2.8
0.4 -0.2 -2.8
-5.7 2.2 -0.4
1.5 -1.4 0.4
-3.3 1.3 -1.2
-3.2 0.2 -0.9
-2.1 4.7 3.8
1.0 -0.3 3.2

Calculated values
* charge: 0
* HOMO-LUMO gap: 0.313 Eh

> What is the charge in the third record?

0

Please write out number 4 again, unchanged.
Computed, not measured: 2 unconnected molecules or ions with the total composition C2H4N4O2 in a non-equilibrium geometry, with ωB97M-V/def2-TZVPD.

Last column: Löwdin charge in e.
Atoms and positions in Å:
C: -0.783676 -0.610366 -0.448749  -0.437
C: 1.512333 -0.507752 -0.015045  -0.542
H: -2.677481 -0.800900 0.427643  0.126
H: -2.524407 0.675939 -0.325583  0.149
H: 2.392001 1.270815 0.438662  0.329
H: -0.148412 1.737257 0.784399  0.167
N: -1.922729 -0.144739 0.092983  0.091
N: -0.305450 -1.798394 -0.257152  0.081
N: 1.251094 -1.775612 0.048056  0.134
N: 0.390266 0.255263 -0.341692  -0.084
O: 2.722742 0.072046 -0.174747  0.006
O: 0.093722 1.626440 -0.228779  -0.020

Forces on the atoms, in the same order (eV/Å):
5.8 -0.3 2.7
-0.5 0.3 -1.8
1.9 0.3 -0.6
2.3 -2.0 0.5
1.8 -4.7 -2.8
0.4 -0.2 -2.8
-5.7 2.2 -0.4
1.5 -1.4 0.4
-3.3 1.3 -1.2
-3.2 0.2 -0.9
-2.1 4.7 3.8
1.0 -0.3 3.2

Calculated values
* charge: 0
* HOMO-LUMO gap: 0.313 Eh

> What is the charge in the third record?

0